[1]
93
Properties=species:S:1:pos:R:3:forces:R:3 method="wB97M-V/def2-TZVPD" orbital_gap_ha=0.3609 charge=-1 lumo_energy_ev=1.7 e_homo_ev=-8.16
Cl -3.514645 -18.540234 -1.721714 -1.38 2.10 -0.78
O -4.504972 -17.763849 -2.474452 -0.03 -0.99 0.36
O -3.149190 -19.698015 -2.497685 0.19 -0.50 0.28
O -2.407453 -17.645474 -1.548484 1.34 -0.05 0.05
O -4.024700 -18.897462 -0.427101 -0.18 -0.61 -0.05
C -6.226959 -14.632635 -3.582666 0.19 -0.89 -0.71
C -6.800750 -16.035166 -3.828587 0.46 0.09 0.53
O -8.193258 -15.806860 -3.993112 -0.15 -0.28 -0.14
C -8.498241 -14.512461 -3.732719 0.26 -0.37 -0.01
O -9.604395 -14.085683 -3.710931 -0.05 0.24 -0.15
O -7.369618 -13.808082 -3.534742 -0.40 0.70 0.37
H -5.653706 -14.365947 -4.473416 0.26 0.38 0.34
H -5.622648 -14.609517 -2.679182 -0.11 0.42 -0.06
H -6.627304 -16.684581 -2.970988 -0.14 -0.03 -0.16
H -6.328182 -16.462342 -4.712020 -0.45 -0.19 -0.13
C 0.374304 -15.605605 -3.146847 -0.50 -0.16 1.08
C 0.676315 -16.828578 -2.240622 0.08 0.85 -0.76
O 0.536921 -16.317645 -0.917095 0.03 -0.12 0.17
C 0.054806 -15.054241 -0.952400 0.24 0.20 0.22
O -0.309859 -14.409168 -0.020264 0.15 -0.37 0.20
O 0.087338 -14.576138 -2.196710 -0.29 0.32 -0.57
H -0.532684 -15.779643 -3.723152 0.37 0.18 -0.48
H 1.252864 -15.273394 -3.690311 -0.21 -0.15 -0.45
H 1.699259 -17.091539 -2.503869 0.02 -0.67 0.80
H -0.054416 -17.624070 -2.358595 0.21 -0.18 -0.11
C -6.122545 -20.737933 -5.989522 0.60 1.07 0.20
C -6.308259 -19.386604 -5.306103 0.06 -0.18 0.81
O -7.697791 -19.128466 -5.506783 0.29 -0.11 -0.08
C -8.116948 -19.858925 -6.566674 -0.41 0.66 0.27
O -9.187216 -19.718785 -7.057967 0.03 -0.37 -0.30
O -7.158653 -20.724134 -6.965686 0.06 -0.44 -0.05
H -6.231856 -21.552871 -5.275297 -0.20 -0.21 -0.21
H -5.136330 -20.759949 -6.446888 -0.14 -0.38 -0.28
H -5.698759 -18.571258 -5.695863 -0.09 -0.09 -0.32
H -6.102242 -19.441582 -4.237700 -0.07 0.11 0.00
C -6.695683 -21.114663 -1.956660 0.21 0.97 -1.20
C -6.345259 -22.534410 -2.343239 -0.60 -0.58 0.33
O -6.867878 -23.270355 -1.230099 -0.23 -0.61 -0.08
C -7.252550 -22.456991 -0.230733 0.07 -0.03 -0.56
O -7.739819 -22.808667 0.785988 -0.05 0.00 0.38
O -7.030963 -21.168112 -0.590718 0.39 0.32 0.71
H -7.567617 -20.694564 -2.468382 -0.05 -0.42 -0.22
H -5.875462 -20.443788 -2.215377 0.16 0.16 0.76
H -5.293686 -22.810034 -2.415717 0.07 0.48 -0.08
H -6.881010 -22.827236 -3.247445 0.12 -0.20 0.06
C -0.370106 -19.457386 1.476092 -0.28 0.52 -0.43
C 0.032133 -20.007447 0.117561 0.63 -0.71 0.00
O 1.382181 -19.561623 -0.041598 0.00 0.26 -0.92
C 1.797215 -18.862872 1.000895 -0.28 -0.07 0.97
O 2.905145 -18.449618 1.139664 -0.13 0.29 0.12
O 0.790425 -18.753095 1.930226 0.57 -0.13 -0.24
H -0.655834 -20.243316 2.170134 0.07 0.13 0.16
H -1.171403 -18.732681 1.330691 -0.10 -0.07 0.36
H -0.582306 -19.628052 -0.695354 0.02 -0.08 -0.04
H 0.127204 -21.090347 0.093864 -0.60 -0.01 -0.12
C -0.216043 -20.762293 -3.911462 0.41 1.46 0.36
C 0.909508 -20.348630 -4.866208 -0.15 -0.55 -1.01
O 2.091613 -20.811968 -4.235414 0.55 0.35 0.32
C 1.810784 -21.255469 -2.980903 -0.26 -0.82 -0.69
O 2.591797 -21.586541 -2.158221 0.35 0.17 0.00
O 0.482213 -21.417780 -2.872564 -0.44 -0.32 0.75
H -0.973281 -21.404572 -4.348849 0.02 -0.05 0.09
H -0.644208 -19.861826 -3.462698 -0.52 -0.26 -0.19
H 1.031956 -19.288320 -5.090623 -0.32 0.05 0.34
H 0.772942 -20.858307 -5.825425 0.34 -0.01 0.06
C -7.431555 -17.838522 -0.186334 1.11 0.15 2.03
C -8.339736 -17.576625 1.004083 -2.26 -1.43 -0.26
O -9.185101 -16.524286 0.468551 0.64 0.00 0.50
C -8.429857 -15.834761 -0.419129 -0.18 -0.14 0.57
O -8.725217 -14.792843 -0.889404 0.03 0.38 -0.29
O -7.276117 -16.502138 -0.636750 0.08 0.10 -1.29
H -7.849590 -18.558505 -0.888522 -0.19 0.47 -0.33
H -6.439330 -18.167605 0.122823 -0.04 -0.15 -0.18
H -7.974311 -17.369120 2.009307 0.75 0.73 -0.41
H -9.035485 -18.399787 1.197118 0.16 -0.14 -0.28
O -2.629483 -21.776171 0.101423 -0.04 0.08 -0.03
H -3.170088 -21.430794 0.829553 -0.03 -0.05 -0.09
H -2.898095 -21.254736 -0.666564 0.08 0.03 0.10
O -4.838301 -20.865893 1.833048 -0.11 0.09 -0.12
H -5.234074 -20.482175 1.037229 0.08 -0.02 0.09
H -5.093164 -20.268825 2.543908 0.08 -0.05 -0.02
O -2.516400 -16.639799 -4.962288 0.15 0.07 0.09
H -2.681625 -15.711458 -4.755916 -0.09 -0.08 0.00
H -2.579210 -17.091067 -4.109982 -0.21 0.00 0.00
C -3.401901 -12.813151 -0.277395 -0.91 -0.44 -0.27
C -3.540516 -14.297671 -0.556328 0.41 -0.24 -0.32
O -3.396523 -14.469742 -1.981680 0.17 -0.10 0.06
H -4.158939 -12.312410 -0.887365 0.17 0.16 -0.11
H -2.410227 -12.484981 -0.574347 0.05 0.13 0.24
H -3.667154 -12.574115 0.752163 0.41 -0.02 0.12
H -4.501933 -14.727594 -0.259717 -0.12 0.26 0.15
H -2.754226 -14.877861 -0.066548 -0.07 0.16 0.15
H -3.057799 -15.361898 -2.110259 -0.13 -0.14 0.01

***

[2]
92
Properties=species:S:1:pos:R:3:forces:R:3 method="wB97M-V/def2-TZVPD" orbital_gap_ha=0.2247 charge=+1 lumo_energy_ev=-3.9 e_homo_ev=-10.01
C -0.102471 -1.582250 -2.308564 -0.09 -1.51 2.08
C -0.292207 -2.442305 -1.076190 0.17 2.98 -3.57
N 0.418527 -2.024714 0.192664 2.11 0.43 2.76
C 1.383562 -2.874301 0.989199 0.49 3.99 3.59
C 1.938169 -4.404672 0.802162 -0.08 0.47 0.16
C 2.128909 -4.894297 -0.750563 0.77 -1.15 -0.19
C 3.475417 -4.245302 -1.493714 0.38 -0.75 0.07
C 3.132057 -3.627756 -2.987278 -0.89 -1.51 -0.03
S 4.483372 -2.390868 -3.415582 7.43 -0.87 2.97
O 5.714705 -3.251927 -3.895883 -5.40 2.95 0.79
O 4.978863 -1.540995 -2.208823 -3.11 -2.46 -3.94
Cl 3.808764 -1.041566 -4.869470 0.07 -1.04 0.76
C 1.831720 -1.943968 2.275453 -2.36 -1.58 -4.42
C 2.887142 -2.512062 3.394685 -0.29 -0.20 -1.00
N 1.093314 -0.629892 2.136442 0.26 -4.58 -3.13
C 1.281806 0.417763 3.210894 -1.48 1.90 1.23
C 1.617670 1.925998 2.663691 1.40 0.26 0.07
C 2.615873 1.971433 1.348840 0.05 1.74 0.26
C 2.732291 3.589991 0.943984 -0.01 -0.18 0.01
C 3.437808 3.846939 -0.513307 -0.52 1.09 0.43
C 2.438704 3.474313 -1.765362 0.73 0.35 0.25
C 0.246706 -0.676372 0.883951 1.64 -1.46 1.30
C -0.718703 0.615242 0.478930 0.56 -0.34 0.19
O -1.989070 0.089569 -0.043165 -0.58 2.84 1.14
C -3.078150 1.075099 0.024790 -4.06 2.77 0.15
C -2.935916 2.676915 0.344112 -2.87 -1.37 -0.44
C -4.257154 3.683915 0.439831 -1.60 -2.43 -0.79
C -4.130724 5.310202 0.786740 -0.14 -0.92 0.33
C -5.814036 3.150459 0.181488 4.62 -3.27 -0.33
C -5.947152 1.530275 -0.182595 3.14 1.90 0.73
C -4.626764 0.508463 -0.252321 0.04 2.36 0.46
C -4.825909 -1.110159 -0.617472 -0.58 0.00 -0.12
C -6.397893 -1.496653 -0.960785 -0.40 0.49 -0.52
C -4.305478 -2.114049 0.569541 0.86 -0.41 -0.09
H -1.018252 -1.135063 -2.924720 1.93 -2.19 0.95
H 0.969314 -1.348607 -2.772525 -2.30 0.57 2.02
H -0.965898 -3.396394 -1.209199 0.81 2.42 1.44
H 1.247829 -5.135448 1.445257 1.29 1.62 -1.68
H 3.000919 -4.450525 1.340781 -2.29 0.34 -1.27
H 2.354625 -6.065590 -0.702074 -0.70 2.57 0.00
H 1.181298 -4.783204 -1.429485 1.71 -0.01 1.51
H 4.253359 -5.129374 -1.689118 -1.74 2.05 0.48
H 4.016790 -3.497697 -0.774621 -1.19 -1.10 -1.62
H 2.039778 -3.222300 -3.102273 2.27 -0.33 0.40
H 3.236452 -4.512710 -3.779341 0.02 2.20 1.57
H 3.917616 -2.688472 2.828150 -2.18 0.52 1.30
H 3.054570 -1.817107 4.321241 -0.47 -1.40 -1.93
H 2.485282 -3.582797 3.720904 0.81 2.49 -0.54
H 0.248246 0.484043 3.797582 2.19 -0.24 -1.19
H 2.089052 0.119513 4.027516 -1.66 0.15 -2.32
H 0.673611 2.602670 2.467569 1.72 -1.67 0.32
H 2.220522 2.470424 3.538318 -1.44 -1.22 -1.81
H 2.181548 1.385763 0.433344 0.90 0.98 1.78
H 3.722389 1.643093 1.598167 -2.43 0.23 -0.46
H 3.321308 4.197726 1.784008 -1.19 -1.52 -1.74
H 1.641111 4.026288 0.943505 2.03 -0.72 -0.18
H 4.486308 3.322733 -0.550053 -2.12 0.81 -0.11
H 3.630976 5.022425 -0.585919 -0.34 -2.65 0.23
H 2.423497 2.312999 -1.930799 -0.07 2.27 0.11
H 2.861573 4.045664 -2.714691 -0.99 -1.50 1.83
H 1.354978 3.891300 -1.565749 2.19 -0.90 -0.33
H -0.848167 1.227465 1.495444 0.13 -1.39 -2.25
H -0.218809 1.312330 -0.347737 -0.81 -1.60 1.85
H -1.878089 3.159628 0.515090 -2.35 -1.03 -0.36
H -3.401787 5.455443 1.702354 -1.29 -0.24 -2.04
H -3.778182 5.938420 -0.162765 -0.78 -1.46 2.20
H -5.196704 5.680181 1.172521 2.36 -0.84 -1.10
H -6.745248 3.884683 0.238216 2.30 -1.84 -0.13
H -7.054163 1.153959 -0.390742 2.86 0.55 0.47
H -4.191744 -1.366758 -1.585798 -1.28 0.79 1.98
H -6.512943 -2.622777 -1.339928 0.49 2.43 1.12
H -7.093280 -1.309182 -0.014074 1.56 -0.54 -2.01
H -6.829511 -0.838835 -1.858765 1.04 -1.29 2.01
H -4.118668 -1.584494 1.603184 -0.37 -0.89 -2.14
H -3.278650 -2.585264 0.188971 -2.10 1.01 1.09
H -5.014125 -3.036620 0.771065 1.38 2.46 -0.75
Br 4.825254 9.392366 -1.846521 -0.02 -0.18 0.03
C 4.573283 7.621899 -2.624892 0.20 0.23 -0.09
C 3.140743 7.413224 -3.057510 -0.07 -0.24 -0.07
Br 1.986387 7.052699 -1.527359 -0.10 0.27 -0.09
H 4.912548 6.895042 -1.881464 -0.18 0.15 -0.19
H 5.244697 7.592702 -3.487571 -0.18 -0.03 0.11
H 3.054906 6.527497 -3.693012 0.07 0.14 0.09
H 2.715939 8.273856 -3.581952 0.19 -0.18 0.19
Br -1.629629 -4.902006 1.734888 -0.01 0.12 0.06
C -2.824864 -5.962785 2.852951 0.09 -0.25 0.12
C -3.943196 -6.568457 2.037249 -0.29 -0.06 0.05
Br -5.304606 -5.239223 1.608791 0.06 -0.59 0.14
H -3.177726 -5.307553 3.654366 0.02 -0.14 -0.29
H -2.192764 -6.745447 3.281616 -0.14 0.11 -0.11
H -4.467426 -7.336853 2.612135 0.18 0.14 -0.04
H -3.606033 -6.996962 1.089151 0.00 0.14 0.28

***

[3]
51
Properties=species:S:1:pos:R:3:forces:R:3 method="wB97M-V/def2-TZVPD" orbital_gap_ha="0.3103 / 0.0642" charge=+1 lumo_energy_ev="-4.2 / -10.8" e_homo_ev="-12.60 / -12.58" multiplicity=2
Mg 2.455249 1.121797 0.907488 0.28 -0.20 -1.61
C 4.423529 4.248107 2.148548 -0.40 -0.05 -1.35
F 4.909319 4.101927 0.855508 -0.53 0.17 2.11
F 5.407359 4.050527 3.042258 -0.90 0.87 -1.03
F 3.833139 5.479967 2.209278 1.20 -1.70 0.39
S 3.141269 2.902237 2.485618 0.74 0.90 0.47
O 2.732059 3.095617 3.837358 0.40 -0.24 -0.49
O 2.103919 2.953247 1.457658 -1.30 1.87 -0.52
O 3.837749 1.669007 2.055288 1.81 -0.31 1.72
C -0.766471 -1.240053 0.544738 0.42 0.22 -0.17
F -1.243561 -1.825473 1.642548 -0.10 0.27 -0.43
F 0.208019 -2.003293 0.037518 -0.46 0.49 0.27
F -1.747561 -1.156933 -0.404012 0.99 0.32 1.37
S -0.043571 0.505777 1.038448 -2.03 0.06 0.94
O -1.177161 1.251397 1.569178 0.59 -0.97 -0.94
O 1.073349 0.361437 1.957238 -0.98 -1.73 2.24
O 0.620869 0.972467 -0.151632 -0.16 0.61 -2.40
Cl 6.000389 0.494527 -0.289032 -0.22 -0.46 -0.07
C 5.573719 -1.142193 -0.901802 -0.75 -0.27 0.23
C 4.575909 -1.867323 0.069248 1.95 0.91 -0.51
Cl 3.028009 -0.998193 0.017588 -0.30 -0.70 -0.27
H 6.506839 -1.687103 -1.044872 -0.17 -0.10 0.27
H 5.101169 -1.000323 -1.873742 0.06 -0.02 0.07
H 4.997499 -1.808173 1.072678 -0.35 -0.11 0.03
H 4.357979 -2.897553 -0.212212 0.05 0.20 -0.09
Cl -6.348401 -1.193243 -4.514092 0.02 0.04 -0.66
C -6.535891 -1.766743 -2.878532 -0.52 -0.19 1.04
C -5.857051 -0.832253 -1.899462 -0.47 -0.07 0.13
Cl -4.112881 -0.900323 -2.198352 0.29 0.37 0.30
H -6.147931 -2.778193 -2.757812 0.20 0.11 -0.27
H -7.599341 -1.832213 -2.648572 -0.05 0.18 -0.07
H -6.060921 -1.109313 -0.865162 0.21 -0.43 -0.03
H -6.221831 0.192527 -1.969152 0.21 0.04 -0.48
Cl 1.646989 -0.914603 -3.138032 -0.78 0.17 -0.29
C -0.136861 -0.452013 -3.195072 1.11 -0.04 1.07
C -0.689271 -0.290083 -4.601582 0.43 -0.23 0.48
Cl 0.351469 0.838807 -5.552082 -0.66 -0.30 0.28
H -0.192381 0.428267 -2.554662 0.09 0.45 -0.63
H -0.562361 -1.195963 -2.521592 -0.51 -0.41 -0.89
H -1.705291 0.095647 -4.517752 0.10 0.23 -0.17
H -0.734281 -1.241263 -5.131992 0.18 0.13 0.01
C 0.384239 -2.971113 4.427948 0.27 0.98 -0.23
Cl 0.649579 -4.194473 5.608798 0.00 -0.29 0.73
Cl 1.966599 -2.613563 3.606448 -1.06 -0.09 0.14
Cl -0.291401 -1.417923 5.127598 0.43 -1.11 -0.48
H -0.356401 -3.386403 3.744528 0.36 0.52 -0.22
C -4.193951 2.294267 1.203538 -0.07 -0.12 -0.02
Cl -5.886471 1.822787 1.052878 0.62 0.09 0.39
Cl -3.715961 2.308387 2.947808 -0.41 0.08 -1.36
Cl -4.002171 3.891877 0.540218 0.10 0.09 0.47
H -3.556851 1.635667 0.613238 0.05 -0.24 0.54

***

Max |F|, record by record: 0.0522; 0.1565; 0.0582 hartree/bohr